Entry 1:
This record from OMol25 describes C7H17N3 in the gas phase in a non-equilibrium geometry. The level of theory is ωB97M-V/def2-TZVPD.

Values from the calculation:
Net charge ... 0
E_tot ... -440.97336 Ha
Orbital gap (spin up / spin down) ... 0.317 / 0.315 Ha
LUMO energy (spin up / spin down) ... 0.47 / 0.46 eV

Each line ends with the natural charge from an NBO analysis.
Atoms and positions in Å:
C (1.929, 0.931, -0.647)  -0.28
C (1.826, -0.438, -1.277)  -0.20
C (-3.497, 0.350, -0.497)  -0.62
C (0.812, 1.778, 1.188)  -0.46
C (1.955, -1.890, 0.808)  -0.43
C (-2.346, -0.106, 0.389)  -0.42
C (-1.148, -0.694, -0.395)  -0.26
N (0.735, 1.378, -0.151)  -0.32
N (1.191, -1.317, -0.233)  -0.26
N (0.094, -0.596, 0.284)  -0.18
H (2.662, 0.861, 0.116)  0.16
H (2.296, 1.523, -1.433)  0.22
H (0.983, -0.407, -1.992)  0.21
H (2.731, -0.788, -1.583)  0.21
H (-4.390, 0.701, 0.065)  0.22
H (-3.099, 1.066, -1.281)  0.21
H (-3.996, -0.498, -1.052)  0.20
H (0.176, 1.125, 1.841)  0.23
H (1.787, 1.573, 1.724)  0.17
H (0.359, 2.779, 1.330)  0.20
H (2.321, -2.817, 0.373)  0.20
H (2.838, -1.520, 1.298)  0.19
H (1.305, -2.188, 1.629)  0.22
H (-2.641, -0.973, 1.000)  0.20
H (-2.134, 0.550, 1.320)  0.22
H (-1.345, -1.714, -0.696)  0.20
H (-1.075, -0.236, -1.332)  0.18

=====

Entry 2:
This record from OMol25 describes a molecular structure, C46H94Br12N3O20P5 in a non-equilibrium geometry. The level of theory is ωB97M-V/def2-TZVPD.

Values from the calculation:
Net charge ... 0
E_tot ... -36073.53066 Ha
Orbital gap ... 0.288 Ha
LUMO energy ... -0.02 eV

Each line ends with the Löwdin charge.
Atoms and positions in Å:
C (-5.589, -0.594, -4.149)  -0.04
C (-5.915, 0.803, -3.508)  -0.21
O (-5.438, 0.692, -2.128)  -0.20
P (-4.450, 1.820, -1.588)  0.33
O (-5.041, 3.134, -1.810)  -0.22
O (-3.064, 1.647, -2.326)  -0.19
C (-2.323, 0.508, -2.726)  -0.25
C (-1.835, 0.678, -4.198)  -0.05
O (-4.070, 1.335, -0.160)  -0.18
C (-4.918, 1.559, 1.042)  -0.21
C (-4.424, 0.578, 2.059)  -0.08
H (-4.507, -0.707, -4.342)  0.06
H (-5.986, -1.367, -3.559)  0.05
H (-6.086, -0.462, -5.151)  0.09
H (-5.396, 1.579, -4.018)  0.09
H (-6.978, 1.035, -3.455)  0.12
H (-1.442, 0.377, -2.104)  0.08
H (-3.012, -0.370, -2.668)  0.11
H (-1.095, 1.563, -4.276)  0.08
H (-1.393, -0.290, -4.522)  0.06
H (-2.666, 0.968, -4.922)  0.09
H (-4.742, 2.564, 1.412)  0.11
H (-5.981, 1.483, 0.780)  0.13
H (-3.308, 0.633, 2.233)  0.03
H (-5.021, 0.657, 2.959)  0.08
H (-4.513, -0.480, 1.644)  0.09
C (-1.313, -4.323, 6.235)  -0.07
C (-2.580, -3.701, 5.767)  -0.30
O (-3.018, -4.325, 4.568)  -0.19
P (-3.920, -3.516, 3.503)  0.44
O (-4.552, -4.421, 2.519)  -0.23
O (-4.884, -2.690, 4.513)  -0.20
C (-5.872, -3.517, 5.115)  -0.28
C (-7.101, -2.628, 5.382)  -0.06
O (-3.104, -2.372, 2.815)  -0.20
C (-1.887, -2.280, 2.076)  -0.24
C (-0.699, -2.792, 2.872)  -0.06
H (-1.501, -5.419, 6.277)  0.10
H (-0.376, -4.148, 5.649)  0.09
H (-1.116, -4.032, 7.237)  0.06
H (-3.345, -3.767, 6.551)  0.11
H (-2.514, -2.616, 5.511)  0.11
H (-6.168, -4.355, 4.492)  0.11
H (-5.352, -3.877, 6.084)  0.13
H (-7.981, -3.195, 5.676)  0.07
H (-6.916, -1.811, 6.071)  0.08
H (-7.304, -2.214, 4.401)  0.07
H (-2.143, -2.716, 1.097)  0.09
H (-1.815, -1.244, 1.861)  0.08
H (0.220, -2.826, 2.245)  0.07
H (-0.504, -2.288, 3.826)  0.06
H (-0.916, -3.875, 3.167)  0.10
C (-5.209, -3.153, -0.345)  -0.06
C (-4.290, -4.356, -0.316)  -0.23
O (-3.463, -4.411, -1.519)  -0.17
P (-2.026, -3.792, -1.654)  0.47
O (-1.811, -2.359, -1.146)  -0.28
O (-1.066, -4.834, -0.962)  -0.14
C (0.023, -4.419, -0.164)  -0.30
C (1.277, -4.608, -0.892)  -0.07
O (-1.811, -3.840, -3.256)  -0.17
C (-0.668, -3.133, -3.858)  -0.27
C (-1.011, -2.863, -5.262)  -0.09
H (-5.788, -3.020, 0.600)  0.08
H (-4.666, -2.181, -0.449)  0.08
H (-5.976, -3.238, -1.126)  0.07
H (-3.682, -4.469, 0.604)  0.09
H (-4.724, -5.306, -0.346)  0.10
H (-0.075, -3.351, 0.161)  0.09
H (-0.020, -5.041, 0.752)  0.14
H (2.140, -4.482, -0.243)  0.10
H (1.243, -5.569, -1.353)  0.09
H (1.264, -3.979, -1.755)  0.04
H (-0.491, -2.257, -3.260)  0.07
H (0.294, -3.702, -3.838)  0.12
H (-2.065, -2.675, -5.268)  0.07
H (-0.335, -2.122, -5.729)  0.08
H (-0.808, -3.769, -5.861)  0.09
C (4.898, -3.335, -2.045)  -0.07
C (3.776, -2.839, -3.019)  -0.24
O (4.266, -1.872, -3.993)  -0.18
P (3.581, -1.812, -5.378)  0.34
O (2.165, -1.507, -5.418)  -0.21
O (4.524, -0.734, -6.062)  -0.18
C (4.004, 0.486, -6.677)  -0.21
C (3.822, 1.497, -5.536)  -0.07
O (4.101, -3.237, -5.923)  -0.18
C (3.380, -3.867, -7.008)  -0.26
C (4.340, -4.007, -8.157)  -0.07
H (5.563, -4.060, -2.633)  0.10
H (5.650, -2.645, -1.684)  0.03
H (4.540, -3.959, -1.274)  0.04
H (3.205, -3.695, -3.401)  0.12
H (3.034, -2.397, -2.363)  0.06
H (4.671, 0.749, -7.461)  0.10
H (2.959, 0.273, -7.052)  0.12
H (3.535, 2.463, -5.942)  0.07
H (2.959, 1.202, -4.933)  0.07
H (4.694, 1.625, -4.968)  0.06
H (2.976, -4.826, -6.647)  0.13
H (2.622, -3.161, -7.345)  0.11
H (3.880, -4.787, -8.780)  0.09
H (4.419, -3.051, -8.658)  0.08
H (5.290, -4.353, -7.824)  0.07
C (3.834, 3.445, 3.932)  -0.04
C (2.559, 3.368, 2.914)  -0.22
O (2.779, 2.209, 2.086)  -0.24
P (1.630, 1.181, 1.650)  0.43
O (1.452, 0.145, 2.734)  -0.28
O (2.171, 0.593, 0.276)  -0.23
C (1.769, -0.790, -0.123)  -0.22
C (1.189, -0.756, -1.523)  -0.07
O (0.287, 1.988, 1.463)  -0.20
C (0.096, 3.073, 0.437)  -0.18
C (-1.367, 3.329, 0.189)  -0.05
H (3.471, 3.726, 4.923)  0.05
H (4.251, 2.376, 4.044)  0.07
H (4.613, 4.044, 3.496)  0.06
H (1.572, 3.335, 3.431)  0.05
H (2.525, 4.330, 2.362)  0.10
H (2.576, -1.495, -0.053)  0.09
H (0.994, -1.199, 0.536)  0.10
H (1.129, -1.813, -1.797)  0.04
H (0.209, -0.294, -1.537)  0.05
H (1.795, -0.274, -2.336)  0.09
H (0.569, 3.950, 0.874)  0.10
H (0.641, 2.719, -0.414)  0.10
H (-1.913, 3.398, 1.150)  0.09
H (-1.545, 4.304, -0.278)  0.07
H (-1.768, 2.525, -0.418)  0.05
N (3.610, -0.841, 4.263)  -0.02
C (4.585, -1.757, 4.351)  -0.23
C (5.061, -1.816, 5.652)  -0.10
C (4.154, -1.028, 6.419)  -0.10
C (3.299, -0.420, 5.485)  -0.16
H (3.044, -0.559, 3.478)  0.07
H (4.908, -2.278, 3.497)  0.07
H (5.901, -2.400, 6.101)  0.11
H (4.010, -0.877, 7.497)  0.10
H (2.593, 0.383, 5.681)  0.08
N (1.775, 6.703, 0.215)  -0.01
C (3.121, 6.715, 0.548)  -0.13
C (3.122, 7.240, 1.782)  -0.15
C (1.791, 7.467, 2.269)  -0.10
C (0.956, 7.203, 1.203)  -0.13
H (1.391, 6.216, -0.613)  0.12
H (3.822, 6.189, -0.052)  0.10
H (3.982, 7.343, 2.481)  0.11
H (1.545, 7.831, 3.253)  0.09
H (-0.100, 7.107, 1.060)  0.10
N (0.426, 6.612, -2.861)  0.01
C (-0.622, 5.668, -2.972)  -0.09
C (-0.049, 4.425, -3.278)  -0.07
C (1.347, 4.717, -3.407)  -0.12
C (1.580, 6.030, -3.162)  -0.19
H (0.322, 7.576, -2.727)  0.13
H (-1.619, 5.942, -2.760)  0.09
H (-0.527, 3.422, -3.290)  0.09
H (2.163, 4.013, -3.586)  0.09
H (2.429, 6.635, -3.257)  0.11
C (5.184, 1.170, 0.336)  -1.57
Br (5.525, 0.160, 2.024)  0.65
Br (4.906, 0.174, -1.255)  0.72
Br (6.605, 2.394, -0.019)  0.59
H (4.357, 1.811, 0.578)  -0.07
C (-5.672, 5.920, -0.079)  -1.51
Br (-7.168, 5.971, 1.264)  0.48
Br (-4.053, 6.490, 0.925)  0.47
Br (-6.007, 7.223, -1.447)  0.57
H (-5.383, 4.911, -0.412)  -0.05
C (7.003, 2.619, 5.931)  -1.60
Br (7.693, 1.369, 4.576)  0.52
Br (7.646, 4.392, 5.715)  0.60
Br (7.424, 1.810, 7.660)  0.54
H (5.954, 2.622, 5.968)  -0.07
C (-0.043, 0.863, 5.420)  -1.66
Br (-1.535, 0.684, 4.246)  0.70
Br (-0.447, 0.046, 7.105)  0.58
Br (0.502, 2.622, 5.850)  0.67
H (0.716, 0.260, 4.959)  -0.08